Entry 1:
Here is a structure of composition C13H32N4O6SSi4V from the Open Molecules 2025 dataset. Energies are from wB97M-V/def2-TZVPD.

- Charge: -2
- HOMO-LUMO gap (alpha / beta): 5.7 / 6.0 eV
- LUMO (alpha / beta): 4.25 / 4.25 eV
- HOMO energy (alpha / beta): -1.488 / -1.720 eV
- 2S+1: 4
- ΔE to the lowest compared entry with this formula, charge and spin: 7.0 kcal per mole

Structure (XYZ):
```
61
Properties=species:S:1:pos:R:3:forces:R:3
V -1.83265 -0.41503 0.07751 0.37 -0.37 0.43
O -2.52530 -2.88248 3.04616 0.00 0.03 0.08
S -2.68406 -2.00853 1.90806 -0.07 0.09 -0.32
O -4.07843 -1.89837 1.41235 0.04 -0.21 0.21
O -2.20832 -0.58543 2.16418 -0.17 -0.10 0.04
O -1.81052 -2.41212 0.73150 -0.25 -0.14 0.17
N -6.17016 1.06164 -0.06984 0.00 0.05 -0.08
C -4.78220 0.59174 -0.10453 0.09 0.23 0.15
C -3.81250 1.73567 0.11082 -0.20 -0.24 0.07
O -4.36643 2.90210 0.42011 0.05 0.07 -0.04
O -2.61182 1.58582 0.04982 -0.05 0.48 -0.01
H -6.74333 0.43046 0.47185 0.02 -0.01 0.02
H -6.56115 1.11340 -1.00096 -0.02 -0.03 0.01
H -5.33188 2.71298 0.42894 0.02 -0.03 -0.02
H -4.50290 0.09023 -1.03332 0.00 -0.02 -0.02
H -4.59279 -0.12848 0.70701 -0.03 -0.07 -0.10
N -2.01876 -0.48536 -1.98272 -0.03 0.18 -0.54
C -2.13698 -0.25677 -3.12024 -0.14 -0.19 -0.02
N -2.44735 -0.03812 -4.35855 0.07 0.05 0.02
C -1.53480 0.08336 -5.30171 -0.05 0.00 0.02
N -0.83288 0.20624 -6.21903 0.01 0.00 -0.01
C 3.35927 0.16421 2.61634 0.06 -0.01 0.08
Si 1.53034 -0.30360 2.39580 -0.14 0.05 -0.08
C 0.59815 0.85325 3.55975 -0.02 0.01 0.04
C 1.35406 -2.03997 3.10485 0.05 -0.03 0.07
Si 0.67445 -0.17196 0.23449 0.48 0.21 -0.10
Si 1.85205 -1.78309 -0.96524 -0.10 0.03 0.05
C 1.45241 -1.70043 -2.80906 0.01 0.00 -0.03
C 3.74837 -1.73881 -0.87176 0.07 -0.06 -0.03
C 1.36856 -3.52382 -0.40942 0.03 -0.04 -0.02
Si 1.44225 1.86773 -0.58634 -0.13 -0.07 0.03
C 0.61677 2.23530 -2.24669 -0.01 0.07 -0.04
C 3.29076 2.18691 -0.88038 0.06 0.01 -0.04
C 0.89034 3.26305 0.57165 0.03 0.08 -0.01
H 3.63608 0.04489 3.67100 0.04 0.02 -0.02
H 3.54187 1.20471 2.33561 -0.03 0.01 0.00
H 4.02462 -0.46004 2.01675 -0.01 -0.02 -0.02
H 0.90921 0.67540 4.59575 -0.01 0.03 0.01
H -0.47561 0.67228 3.47771 0.01 -0.04 0.00
H 0.79032 1.90117 3.31642 0.00 0.01 0.00
H 1.65888 -2.03223 4.15826 -0.01 -0.06 -0.01
H 1.98926 -2.75030 2.56972 0.02 -0.01 0.01
H 0.32474 -2.40083 3.04366 -0.02 0.05 -0.02
H 1.74548 -0.74893 -3.25892 0.02 0.00 0.00
H 0.38059 -1.82236 -2.97737 0.00 -0.01 0.02
H 1.97867 -2.50357 -3.33701 -0.02 0.02 -0.04
H 4.15931 -0.79822 -1.24439 -0.02 0.02 -0.01
H 4.15666 -2.55517 -1.47979 0.03 0.02 0.01
H 4.10433 -1.87224 0.15218 -0.02 -0.01 0.03
H 0.30813 -3.58004 -0.15459 -0.01 0.03 -0.03
H 1.93579 -3.82844 0.47398 0.00 0.00 0.00
H 1.58275 -4.23606 -1.21456 0.00 -0.04 0.04
H 0.90023 1.51912 -3.02157 0.02 -0.01 0.01
H 0.88777 3.23852 -2.59605 -0.01 -0.01 -0.03
H -0.47055 2.18761 -2.14929 0.00 0.00 0.03
H 3.70012 1.50125 -1.62611 -0.02 0.00 -0.02
H 3.88176 2.07403 0.03132 -0.02 -0.01 0.02
H 3.42413 3.20867 -1.25492 0.04 -0.01 0.01
H -0.15121 3.12867 0.87169 -0.01 -0.01 -0.03
H 0.98608 4.23252 0.06891 0.00 0.01 0.04
H 1.49802 3.28791 1.48020 0.01 0.00 0.00
```
Positions in Å, forces in eV/Å.

***

Entry 2:
Here is a structure of composition C22H11Cl5N4NiO from the Open Molecules 2025 dataset. Energies are from wB97M-V/def2-TZVPD.

- HOMO-LUMO gap: 7.1 eV
- LUMO: -0.82 eV
- HOMO energy: -7.947 eV
- ΔE to the lowest compared entry with this formula, charge and spin: 0.0 kcal per mole

Structure (XYZ):
```
44
Properties=species:S:1:pos:R:3:forces:R:3
Ni 0.90370 -0.06003 -0.02683 0.25 -0.27 -0.30
C -0.60058 3.01638 3.14566 -0.62 0.66 -0.41
C -1.34732 3.56161 2.16035 0.55 -0.60 0.32
C -1.70924 3.03965 0.83032 -0.21 0.16 0.06
C -0.89383 2.67601 -0.15270 -0.05 -0.04 -0.25
N 0.52201 2.69556 -0.00710 -0.26 0.45 0.27
C 1.23532 1.76992 -0.08646 0.34 -0.47 -0.10
C -1.30913 1.86585 -1.34121 -0.01 0.13 0.04
C -2.45064 2.11788 -2.09569 0.04 0.01 0.09
C -2.71165 1.28641 -3.16631 -0.02 -0.04 -0.07
C -1.84937 0.23940 -3.47139 -0.04 0.07 0.03
C -0.74110 0.04036 -2.66288 -0.17 0.29 0.19
N -0.50537 0.85197 -1.62544 -0.04 -0.26 -0.35
C 0.26474 -1.03799 -2.87707 0.08 -0.05 -0.06
C 0.12018 -2.03371 -3.83394 -0.09 0.17 0.03
C 1.11635 -2.98476 -3.96297 -0.03 -0.13 -0.10
C 2.22686 -2.92003 -3.14433 0.15 0.08 0.16
C 2.28975 -1.90237 -2.20401 -0.11 -0.05 -0.14
N 1.33199 -0.99259 -2.07952 0.04 0.26 0.51
H 1.19815 1.68011 3.53009 0.00 0.03 -0.02
H -1.83922 4.49162 2.43780 0.06 0.03 0.11
H -2.76811 2.91256 0.62343 0.00 -0.02 0.02
H -0.93676 0.87378 1.83042 -0.24 -0.07 -0.25
H -3.10453 2.94700 -1.86470 0.05 0.02 0.04
H -3.58565 1.47245 -3.77652 0.02 -0.07 -0.04
H -2.03984 -0.38933 -4.32805 -0.01 -0.01 0.01
H -0.75917 -2.07818 -4.45955 0.01 0.00 0.00
H 1.01469 -3.77416 -4.69614 0.02 0.00 0.01
H 3.03149 -3.63923 -3.20109 -0.04 -0.04 -0.07
H 3.12680 -1.82168 -1.52224 -0.02 0.02 0.03
Cl 3.24634 -1.52162 1.50426 0.03 0.04 0.10
C 2.11673 -0.58555 2.47079 -0.05 0.03 -0.10
C 1.13688 0.01873 1.81247 0.07 -0.09 0.06
C -0.77930 -1.27118 3.55245 0.21 -0.15 0.13
Cl 0.05250 1.25187 2.75199 0.52 0.00 -0.03
C 0.17081 -1.59366 4.40268 -0.04 -0.02 0.00
Cl -0.43798 -3.07987 5.11998 0.00 0.08 -0.03
C 1.46366 -1.04240 4.79605 0.03 0.04 -0.36
Cl 1.74741 -1.00658 6.48531 0.07 0.00 0.15
C 2.37501 -0.59661 3.90670 -0.47 -0.08 0.29
Cl 3.90992 -0.02870 4.43098 0.07 0.03 -0.04
O -2.59661 -1.46620 0.32411 -0.12 0.02 -0.10
C -1.41761 -1.45970 0.26637 0.33 -0.11 0.20
N -0.21827 -1.52300 0.20392 -0.27 -0.06 -0.05
```
Positions in Å, forces in eV/Å.

***

Entry 3:
Here is the ion C8H7N2O2S with charge -1 from the Open Molecules 2025 dataset. Energies are from wB97M-V/def2-TZVPD.

- Charge: -1
- HOMO-LUMO gap (alpha / beta): 6.6 / 6.6 eV
- SMILES: N/C([O-])=C/Sc1ccccc1N=O
- LUMO (alpha / beta): 3.43 / 3.43 eV
- HOMO energy (alpha / beta): -3.175 / -3.173 eV
- ΔE to the lowest compared entry with this formula, charge and spin: 88.4 kcal per mole

Structure (XYZ):
```
20
Properties=species:S:1:pos:R:3:forces:R:3
C -2.63477 1.03013 -0.72577 1.81 0.56 1.34
C -2.32820 2.11242 0.05867 3.64 -2.32 -0.54
C -1.67343 0.07545 -0.97917 0.05 0.31 -0.30
C -0.99649 2.18697 0.53426 0.07 1.28 0.26
C -0.33780 0.18049 -0.66166 0.41 0.69 1.14
C 0.00433 1.28326 0.13561 -0.39 0.58 0.76
C 2.02073 -1.39866 1.15080 0.28 -1.31 0.31
C 2.23180 -0.33155 0.19787 -2.38 2.86 -1.39
N 0.71306 -0.59911 -1.15736 1.72 0.13 0.31
N 2.20171 -2.64528 0.54975 -1.96 -0.33 -1.66
O 0.52670 -1.85447 -1.39562 -0.49 -0.45 0.07
O 1.65226 -1.26184 2.31637 0.13 0.22 -0.18
S 1.70493 1.37375 0.66974 -0.23 -0.60 0.11
H -3.61453 0.89441 -0.99178 -2.25 -0.57 -0.95
H -3.03053 2.77539 0.33548 -2.23 2.36 0.99
H -2.00452 -0.73847 -1.50695 -0.39 -2.11 -1.36
H -0.80564 3.06409 1.21596 0.33 -1.17 -0.70
H 3.00217 -0.11399 -0.53749 0.05 -1.32 0.26
H 1.48296 -2.64787 -0.41387 1.65 0.43 2.04
H 1.88526 -3.38512 1.20516 0.20 0.77 -0.51
```
Positions in Å, forces in eV/Å.

***

Entry 4:
Here is an isolated molecule of C4H5NO2 from the Open Molecules 2025 dataset. Energies are from wB97M-V/def2-TZVPD.

- HOMO-LUMO gap: 10.2 eV
- SMILES: O=C1CCC(=O)N1
- LUMO: 0.37 eV
- HOMO energy: -9.798 eV
- ΔE to the lowest compared entry with this formula, charge and spin: 44.3 kcal per mole

Structure (XYZ):
```
12
Properties=species:S:1:pos:R:3:forces:R:3
C -1.12014 -0.52670 -0.23325 -5.49 -3.46 3.12
C -0.79869 0.87607 0.02153 1.54 2.95 -1.82
C 0.76626 0.94560 -0.07749 0.92 -0.65 1.64
C 1.09487 -0.48429 -0.01877 -1.50 -3.01 -3.13
H -1.08014 1.01983 1.03762 -0.66 0.48 0.65
H -1.26868 1.63668 -0.68881 0.35 -1.15 1.23
H 1.10657 1.36779 -1.05852 0.28 -0.03 1.43
H 1.45686 0.99503 0.92056 -1.71 2.13 -2.03
H 0.02489 -2.39803 0.29741 -0.52 4.56 -2.54
N -0.02535 -1.28831 -0.21698 0.35 -3.51 2.02
O -2.24631 -1.03575 0.03322 2.13 1.67 -1.71
O 2.08987 -1.10790 -0.01652 4.32 0.02 1.13
```
Positions in Å, forces in eV/Å.

***

Entry 5:
Here is an isolated molecule of C23H23NO3 from the Open Molecules 2025 dataset. Energies are from wB97M-V/def2-TZVPD.

- HOMO-LUMO gap: 7.2 eV
- SMILES: Cc1ccc(/C=C/C(=O)C2=C(O)N(C)[C@@]3(C)C[C@@H]2c2ccccc2O3)cc1
- LUMO: -0.40 eV
- HOMO energy: -7.608 eV
- ΔE to the lowest compared entry with this formula, charge and spin: 104.6 kcal per mole

Structure (XYZ):
```
50
Properties=species:S:1:pos:R:3:forces:R:3
O 1.41187 2.12413 0.51225 1.12 0.28 0.77
O 2.83132 0.48975 2.12297 -0.50 0.25 1.02
O 2.27598 -3.70062 0.74894 0.01 1.67 -1.58
C 0.71082 1.13244 0.29705 1.18 -0.51 0.55
C 2.08252 -0.47779 1.62625 -0.70 -1.14 -2.54
C 1.21434 -0.24644 0.51638 -0.23 0.05 1.31
C -0.67647 1.37180 -0.02424 -0.25 3.89 -0.49
C -1.12153 2.71208 -0.14333 0.80 -6.09 0.10
C 3.78609 -3.03162 -2.60100 -5.95 2.12 4.80
C 3.01111 -1.93621 -3.08356 2.44 0.49 0.30
C 3.53918 -3.57013 -1.28674 1.15 -0.67 -1.43
C -2.63499 4.46199 -0.54692 -0.62 2.33 -0.22
C -3.46555 2.25353 -0.87375 -0.70 1.89 1.37
C -3.79815 5.07563 -0.96634 -2.78 -2.28 -0.13
C -4.74260 2.78363 -1.12074 1.11 -0.29 -0.78
C 1.96381 -1.50761 -2.32074 -0.40 -1.36 2.07
C 2.53672 -3.03857 -0.47189 0.08 -2.00 -0.90
C -2.43035 3.10273 -0.47578 -1.39 -0.01 -1.09
C -4.93243 4.17250 -1.24211 1.56 0.68 0.48
C 1.70709 -2.10096 -1.04310 -1.01 1.38 -0.25
N 2.33725 -1.76387 2.13930 -1.32 1.14 -0.70
C -6.28135 4.74975 -1.50278 -1.75 -0.37 -1.35
C 3.70143 -1.99549 2.63602 -1.63 -1.17 1.29
C 1.11527 -3.95130 2.70534 -1.71 0.29 -1.15
C 0.60898 -1.49890 -0.16285 0.15 2.26 -0.89
C 0.17312 -2.37845 0.91443 0.70 -2.50 0.72
C 1.47427 -2.90632 1.62937 0.55 -0.64 0.73
H 2.37755 1.34385 1.89843 0.51 -0.16 -0.60
H -1.19965 0.47371 -0.09523 -1.73 -0.83 -0.29
H -0.42638 3.47498 -0.10875 1.60 1.19 0.46
H 4.64100 -3.20168 -2.99302 5.51 -1.69 -3.02
H 3.52094 -1.17230 -3.75853 -1.15 -1.58 0.09
H 4.17408 -4.44539 -0.93031 -0.88 1.39 -0.36
H -1.87990 5.15474 -0.22794 0.70 -0.06 0.10
H -3.35558 1.22920 -0.67592 0.13 -1.40 -0.31
H -4.00862 6.16408 -0.96221 0.53 -0.85 -0.06
H -5.48126 1.99361 -1.31711 -0.27 0.96 0.08
H 1.33024 -0.70184 -2.59738 -0.33 0.72 -0.29
H -6.51108 5.50390 -0.73034 -0.09 -0.15 -0.57
H -6.42827 5.17521 -2.56523 0.58 -0.26 1.66
H -7.08880 3.94851 -1.47990 1.01 0.88 0.29
H 3.98193 -1.45055 3.51774 -0.39 0.84 0.29
H 4.39039 -1.79808 1.89121 1.55 0.26 -1.58
H 3.78760 -3.01799 2.98180 -0.08 -0.40 -0.40
H 1.89431 -4.60352 3.02618 0.85 -0.24 -0.02
H 0.75310 -3.39694 3.52646 -0.50 0.46 1.27
H 0.25262 -4.59776 2.33998 1.17 0.81 0.27
H -0.30520 -1.27281 -0.76381 0.92 0.23 0.11
H -0.31538 -3.27539 0.44162 0.29 0.55 0.90
H -0.50141 -1.85324 1.59986 0.17 -0.34 -0.01
```
Positions in Å, forces in eV/Å.

***

Entry 6:
Here is a structure of composition C14H37FLiO5Zn from the Open Molecules 2025 dataset. Energies are from wB97M-V/def2-TZVPD.

- Charge: +1
- HOMO-LUMO gap: 2.8 eV
- LUMO: -8.51 eV
- HOMO energy: -11.360 eV

Structure (XYZ):
```
59
Properties=species:S:1:pos:R:3:forces:R:3
Li -3.18475 -1.41237 -2.41894 0.47 0.12 0.06
Zn 0.54380 -3.85364 0.64951 -0.33 0.93 -0.38
F -0.14893 -0.72565 -0.29580 -0.26 -1.23 0.01
C -5.28793 -6.39655 -0.01689 -0.25 0.74 0.98
C -4.61752 -5.93958 -1.35825 1.39 -0.20 0.14
O -3.33329 -5.37227 -1.21588 -2.07 -0.92 -0.12
H -5.51449 -5.46521 0.50211 0.15 -0.24 0.47
H -4.72098 -7.07714 0.61831 0.66 0.35 -0.31
H -6.23667 -6.92601 -0.10444 -0.06 0.19 -0.94
H -5.27529 -5.14775 -1.71665 -0.31 0.49 0.03
H -4.71731 -6.77038 -2.05675 0.78 -0.15 -0.18
C -1.55661 1.20819 6.54506 -0.77 0.03 1.67
C -0.34360 1.24875 7.50164 -1.00 0.30 -0.41
C -0.64368 1.03519 9.03085 -0.38 1.05 -1.53
O 0.56807 0.28000 7.08453 1.43 -0.70 -0.18
H -2.18512 2.06319 6.79414 -0.02 0.28 -0.46
H -2.20129 0.37450 6.82336 0.02 -0.44 -0.09
H -1.35374 1.13565 5.47656 0.39 0.28 0.20
H 0.12554 2.20706 7.27884 0.31 0.09 0.51
H -1.26725 0.14192 9.06749 0.60 -0.39 0.57
H -1.23647 1.81748 9.50491 -0.22 0.29 -0.41
H 0.30357 1.08875 9.56745 -0.08 -0.87 -0.03
H 0.14021 -0.51886 6.76774 -0.28 0.08 0.15
C 0.78290 5.34490 1.01356 -0.71 -0.28 0.82
C -0.75111 5.47528 1.02125 0.72 2.99 -0.55
C -1.13956 6.84648 0.35006 0.59 -0.09 0.58
O -1.28461 4.51796 0.22239 -1.38 -2.05 -1.81
H 1.06279 4.34767 1.35314 0.06 -0.12 0.26
H 1.24286 6.06952 1.68547 0.17 0.05 -0.25
H 1.14378 5.40713 -0.01308 -0.03 0.40 0.05
H -1.28468 5.46775 1.97170 0.66 -0.11 0.62
H -2.20998 6.96747 0.18375 0.03 -0.33 -0.09
H -0.58137 7.00634 -0.57242 -0.22 -0.40 -0.27
H -0.83263 7.70096 0.95319 0.00 -0.11 0.44
H -0.82007 3.68057 0.29000 0.11 0.01 0.20
C -0.55301 0.17553 -6.09018 0.97 0.51 -1.04
C -1.68840 -0.21179 -6.99672 -0.98 0.27 -1.15
C -1.31756 -0.86489 -8.31589 1.38 1.12 -0.77
O -2.56949 -1.05897 -6.33139 -1.08 -1.31 1.75
H 0.05191 -0.69258 -5.82835 -0.32 -0.14 0.45
H -0.75673 0.85485 -5.26246 -0.50 -0.51 0.20
H 0.14877 0.76458 -6.68063 0.05 0.12 -0.27
H -2.33069 0.60604 -7.32340 0.46 0.95 0.40
H -0.36911 -1.39813 -8.25105 -0.23 -0.43 -0.14
H -1.16543 -0.03858 -9.01027 0.56 0.15 -0.13
H -2.08992 -1.39886 -8.86945 -0.19 -0.49 0.74
H -3.26702 -1.23895 -6.96594 -0.17 -0.26 0.17
C 5.74157 -0.57590 -0.91767 -0.10 -1.35 -0.23
C 5.67110 -2.09342 -0.68829 1.00 0.27 -0.49
C 7.02591 -2.71338 -0.45821 1.07 -0.18 0.53
O 4.79654 -2.38091 0.36082 -0.86 -0.11 0.71
H 5.95212 -0.06206 0.02027 0.22 0.08 -0.02
H 4.76012 -0.27844 -1.28698 0.22 0.41 -0.21
H 6.55010 -0.44743 -1.63730 -0.24 0.66 -0.04
H 5.31692 -2.58116 -1.59647 -0.47 0.10 -0.14
H 6.99287 -3.74441 -0.10613 -0.43 -0.22 -0.49
H 7.63922 -2.26984 0.32615 -0.23 0.67 0.13
H 7.62647 -2.64499 -1.36527 -0.03 -0.21 -0.10
H 4.64921 -1.53340 0.78698 -0.25 -0.14 0.37
```
Positions in Å, forces in eV/Å.